No. 1
Entry from OMol25: a structure of composition C31H21F5LuN3O7 in a non-equilibrium geometry (the ωB97M-V functional and the def2-TZVPD basis).

Summary:
Largest force on an atom (eV/Å): 1.5
Calculated total energy (eV): -98499.645
Highest occupied orbital energy (eV): -0.12
Charge: -2
Kohn-Sham gap (eV): 4.39

Last column: Löwdin charge in e.
Cartesian coordinates (Å):
Lu1 0.54 -0.62 1.57  1.660
O1 6.00 -1.03 -1.74  0.053
C1 4.87 -1.13 -0.98  -0.287
C2 4.88 -0.92 0.39  0.054
C3 3.68 -1.01 1.07  -0.172
N1 2.54 -1.32 0.46  0.077
C4 2.54 -1.55 -0.86  -0.153
C5 3.68 -1.45 -1.63  0.060
C6 1.24 -1.79 -1.64  -0.315
O2 1.17 -2.76 -2.34  0.104
O3 -0.08 -1.92 0.14  -0.347
C7 3.59 -0.72 2.57  -0.618
O4 4.64 -0.65 3.20  0.007
O5 2.40 -0.57 2.98  -0.134
H1 6.71 -0.74 -1.16  0.099
H2 5.78 -0.68 0.94  0.122
H3 3.64 -1.62 -2.70  0.133
C8 -3.62 1.03 3.20  -0.011
C9 -2.32 0.39 2.85  -0.283
N2 -1.45 0.89 2.08  -0.062
O6 -1.72 2.16 1.60  -0.036
C10 -2.00 -0.96 3.40  -0.306
C11 -2.97 -1.81 4.15  -0.041
N3 -0.81 -1.36 3.10  -0.289
O7 -0.32 -2.54 3.34  -0.187
H4 -3.72 2.00 2.72  0.070
H5 -3.71 1.15 4.29  0.081
H6 -4.44 0.39 2.86  0.075
H7 -1.08 2.23 0.88  0.080
H8 -3.24 -1.37 5.11  0.070
H9 -2.49 -2.78 4.32  0.064
H10 -3.89 -1.96 3.58  0.069
F1 2.67 1.62 -1.31  0.031
C12 2.52 2.16 -0.06  -0.243
C13 1.64 1.62 0.85  -0.034
C14 1.67 2.28 2.05  -0.281
F2 0.88 1.83 3.07  0.026
C15 2.45 3.38 2.37  -0.152
F3 2.41 3.97 3.58  0.089
C16 3.30 3.87 1.40  -0.152
F4 4.08 4.94 1.65  0.084
C17 3.34 3.25 0.17  -0.160
F5 4.18 3.73 -0.77  0.074
C18 -1.21 -0.52 -5.81  -0.125
C19 -1.80 -1.34 -4.86  -0.086
C20 -1.34 -1.34 -3.55  -0.018
C21 -0.28 -0.53 -3.17  -0.185
C22 0.31 0.29 -4.13  -0.035
C23 -0.14 0.29 -5.44  -0.110
C24 0.27 -0.57 -1.76  -0.152
C25 -0.67 -0.85 -0.60  -0.391
C26 -2.04 -0.59 -0.55  -0.240
C27 -2.95 -1.37 0.24  -0.066
C28 -4.29 -1.08 0.31  -0.156
C29 -4.86 -0.01 -0.38  -0.170
C30 -4.00 0.76 -1.18  -0.143
C31 -2.66 0.49 -1.28  -0.073
H11 -1.57 -0.52 -6.83  0.083
H12 -2.64 -1.97 -5.13  0.092
H13 -1.81 -1.96 -2.80  0.128
H14 1.14 0.93 -3.83  0.108
H15 0.33 0.94 -6.18  0.086
H16 0.88 0.32 -1.60  0.107
H17 -2.54 -2.22 0.79  0.100
H18 -4.93 -1.72 0.93  0.083
H19 -5.92 0.22 -0.31  0.061
H20 -4.41 1.60 -1.74  0.082
H21 -2.03 1.12 -1.90  0.102

=====

No. 2
Entry from OMol25: a structure of composition C31H21N5O2S2Sn in a non-equilibrium geometry (the ωB97M-V functional and the def2-TZVPD basis).

Summary:
Largest force on an atom (eV/Å): 1.1
Calculated total energy (eV): -71536.387
Highest occupied orbital energy (eV): -7.16
Charge: 0
Kohn-Sham gap (eV): 6.80

Last column: Löwdin charge in e.
Cartesian coordinates (Å):
Sn1 0.34 -0.25 1.77  1.329
S1 -3.94 2.11 2.37  1.106
C1 -2.79 3.41 2.24  -0.454
C2 -3.02 4.77 2.17  -0.095
C3 -1.93 5.61 2.05  -0.089
C4 -0.64 5.09 1.99  -0.079
C5 -0.40 3.74 2.08  -0.005
C6 -1.49 2.88 2.20  -0.313
N1 -1.44 1.52 2.28  -0.022
C7 -2.60 0.97 2.35  -0.564
C8 -2.82 -0.45 2.32  -0.295
C9 -4.08 -0.98 2.60  -0.063
C10 -4.30 -2.34 2.50  -0.083
C11 -3.26 -3.16 2.10  -0.077
C12 -2.01 -2.63 1.84  -0.106
C13 -1.74 -1.27 1.93  -0.195
H1 -4.03 5.16 2.23  0.106
H2 -2.08 6.68 2.01  0.102
H3 0.20 5.77 1.90  0.103
H4 0.60 3.33 2.04  0.105
H5 -4.88 -0.33 2.93  0.086
H6 -5.26 -2.76 2.75  0.103
H7 -3.42 -4.23 2.01  0.103
H8 -1.21 -3.31 1.57  0.082
N2 1.93 1.46 -2.65  0.117
C14 3.29 1.13 -2.66  -0.255
C15 3.90 0.71 -3.83  -0.027
C16 5.25 0.38 -3.83  -0.086
C17 5.97 0.43 -2.65  -0.089
C18 5.36 0.83 -1.47  -0.095
C19 4.03 1.20 -1.48  -0.438
S2 3.20 1.72 0.01  0.953
N3 1.61 1.31 -0.33  -0.343
C20 1.17 1.23 -1.52  -0.393
C21 -0.24 0.84 -1.72  -0.243
C22 -0.65 0.21 -2.90  -0.029
C23 -1.98 -0.14 -3.04  -0.050
C24 -2.86 0.17 -2.01  -0.026
C25 -2.35 0.77 -0.87  -0.107
N4 -1.07 1.07 -0.72  0.132
H9 1.46 1.42 -3.54  0.125
H10 3.33 0.66 -4.74  0.110
H11 5.72 0.07 -4.75  0.103
H12 7.02 0.16 -2.64  0.103
H13 5.91 0.88 -0.55  0.107
H14 0.05 -0.05 -3.68  0.110
H15 -2.33 -0.65 -3.93  0.111
H16 -3.91 -0.06 -2.09  0.110
H17 -3.00 1.01 -0.04  0.085
O1 1.89 -3.96 3.42  0.053
C26 1.49 -3.03 2.75  -0.649
O2 1.23 -1.85 3.15  -0.203
C27 1.27 -3.28 1.25  -0.204
C28 1.36 -4.56 0.73  0.009
C29 1.17 -4.76 -0.62  -0.042
C30 0.92 -3.65 -1.42  -0.044
C31 0.85 -2.41 -0.82  -0.115
N5 1.01 -2.23 0.48  0.001
H18 1.57 -5.37 1.41  0.122
H19 1.21 -5.75 -1.05  0.110
H20 0.77 -3.75 -2.49  0.103
H21 0.65 -1.51 -1.39  0.087

=====

No. 3
Entry from OMol25: a structure of composition C31H21N5O8PRhSe2 (the ωB97M-V functional and the def2-TZVPD basis).

Summary:
Largest force on an atom (eV/Å): 1.0
Calculated total energy (eV): -199302.578
Highest occupied orbital energy (spin up / spin down) (eV): -8.18 / -8.22
⟨S²⟩: 6.0195
2S+1: 5
Charge: 0
Kohn-Sham gap (spin up / spin down) (eV): 7.38 / 5.78

Last column: Mulliken spin population.
Cartesian coordinates (Å):
Rh1 -1.64 0.97 -0.15  1.173
O1 -2.29 2.57 3.54  0.008
C1 -2.14 1.92 2.54  0.010
N1 -2.03 2.36 1.23  0.041
C2 -2.04 3.69 0.84  0.010
O2 -2.22 4.67 1.51  0.009
C3 -1.78 3.80 -0.65  0.025
C4 -1.74 5.04 -1.25  0.011
C5 -1.52 5.11 -2.62  -0.006
C6 -1.36 3.94 -3.33  0.022
C7 -1.40 2.73 -2.66  -0.012
N2 -1.59 2.66 -1.34  0.034
C8 -2.08 0.40 2.61  0.000
C9 -2.01 -0.21 3.84  0.003
C10 -1.95 -1.60 3.89  0.003
C11 -2.01 -2.31 2.71  -0.003
C12 -2.07 -1.62 1.51  -0.007
N3 -2.09 -0.29 1.46  -0.011
H1 -1.90 5.91 -0.62  0.000
H2 -1.47 6.07 -3.11  0.000
H3 -1.20 3.94 -4.40  0.002
H4 -1.29 1.80 -3.18  -0.033
H5 -1.99 0.41 4.73  0.000
H6 -1.86 -2.11 4.84  0.000
H7 -1.99 -3.39 2.70  0.000
H8 -2.11 -2.14 0.56  -0.002
Se1 0.99 1.01 -1.52  2.157
P1 -0.49 -0.96 -3.23  0.075
Se2 -2.22 -0.70 -1.83  0.121
C13 0.69 -2.05 -2.32  0.072
C14 1.64 -2.74 -3.08  0.011
C15 2.59 -3.54 -2.46  0.007
C16 2.60 -3.67 -1.08  0.005
C17 1.68 -2.98 -0.31  0.005
C18 0.73 -2.17 -0.93  0.004
C19 -1.20 -2.18 -4.41  0.051
C20 -1.73 -3.39 -3.97  0.002
C21 -2.28 -4.28 -4.88  0.003
C22 -2.30 -3.96 -6.24  0.000
C23 -1.76 -2.76 -6.68  0.003
C24 -1.21 -1.87 -5.77  0.003
H9 1.64 -2.65 -4.16  -0.001
H10 3.32 -4.07 -3.07  0.001
H11 3.34 -4.31 -0.60  0.001
H12 1.68 -3.08 0.77  0.000
H13 0.02 -1.62 -0.32  -0.036
H14 -1.71 -3.64 -2.92  0.000
H15 -2.70 -5.22 -4.54  0.000
H16 -2.75 -4.65 -6.95  0.000
H17 -1.77 -2.52 -7.74  0.000
H18 -0.79 -0.93 -6.11  0.000
O3 1.46 2.60 0.65  0.070
C25 1.20 1.65 1.42  0.036
O4 0.28 0.78 1.27  0.113
C26 2.01 1.52 2.69  0.016
C27 1.72 0.51 3.59  0.005
C28 2.49 0.38 4.73  -0.001
C29 3.54 1.23 5.02  0.001
C30 3.80 2.23 4.11  0.000
C31 3.06 2.39 2.95  0.000
N4 4.92 3.16 4.39  0.000
O5 5.11 4.06 3.59  0.000
O6 5.57 2.96 5.39  0.000
N5 2.17 -0.71 5.69  0.000
O7 1.18 -1.39 5.47  0.000
O8 2.91 -0.85 6.64  0.000
H19 0.91 -0.18 3.39  -0.002
H20 4.13 1.12 5.91  0.000
H21 3.29 3.19 2.25  0.001

=====

> charge of number 2 (C31H21N5O2S2Sn)?

0